# 1
A molecular structure, C7H10O at a distorted geometry. Source: OMol25; level of theory: the ωB97M-V functional and the def2-TZVPD basis.

Structure (XYZ):
```
18
Properties=species:S:1:pos:R:3:forces:R:3:mulliken_charge:R:1
C 0.01001 0.38351 2.19265 -1.37 -1.28 -0.13 -0.74
C -1.33772 -1.18092 -0.64692 -1.58 0.19 -0.84 -0.92
C -0.00257 0.18234 0.88001 3.74 1.79 -0.47 0.03
C -1.03187 0.01853 -0.10635 -1.59 -1.60 -0.69 0.61
C 1.78581 0.45572 -0.06514 -3.96 -2.93 1.22 0.47
C -1.69567 1.27115 -0.59605 0.52 0.72 -0.06 -1.09
C 2.03878 -0.87764 -0.59549 -0.52 -1.72 -3.40 -0.71
O 2.39652 1.41714 -0.20173 1.25 3.08 0.16 -0.41
H 0.97367 0.49696 2.70903 -0.80 0.20 0.07 0.29
H -0.99095 0.18761 2.72681 1.80 0.55 -0.36 0.24
H -2.24741 -1.29127 -1.37486 2.02 0.30 1.32 0.23
H -0.80547 -2.09777 -0.38945 -0.30 0.23 0.08 0.36
H -0.82557 1.89276 -0.78229 -0.02 0.78 -0.02 0.31
H -2.32784 1.80369 0.14506 0.32 -0.51 -0.43 0.26
H -2.16450 1.18610 -1.58303 -0.29 -0.32 0.47 0.40
H 1.05730 -1.36950 -0.74602 0.73 0.17 0.22 0.10
H 2.56067 -1.00335 -1.62690 -0.59 0.93 1.67 0.30
H 2.60680 -1.47508 0.06067 0.63 -0.58 1.17 0.27
```
Forces are in eV/Å.

Results
energy above the lowest of the compared OMol25 structures with the same formula, charge and spin = 83.0 kcal per mole
HOMO-LUMO gap = 9.029 eV
E_tot = -9464.9606 eV

---

# 2
2 unconnected molecules or ions with the total composition CH5NP2 at a distorted geometry. Source: OMol25; level of theory: the ωB97M-V functional and the def2-TZVPD basis.

Structure (XYZ):
```
9
Properties=species:S:1:pos:R:3:forces:R:3:mulliken_charge:R:1
C 3.38853 -1.08708 -0.41626 0.56 0.25 0.39 -0.22
N 2.44713 -1.50911 -0.93994 -0.64 -0.27 -0.50 -0.10
P 0.34253 1.45992 0.45746 -0.21 1.20 1.69 -0.13
P -1.27025 0.12333 0.13273 -0.13 0.86 -0.34 -0.11
H 1.66935 -1.83137 -1.48076 0.05 0.06 0.12 0.31
H 0.17234 1.54804 1.86544 0.92 -0.27 0.58 0.10
H -0.52365 2.63558 0.62400 0.35 -0.43 -0.86 0.09
H -2.11352 0.97557 -0.67302 -0.60 -0.85 -0.29 0.06
H -0.44345 -0.27297 -1.03151 -0.30 -0.54 -0.79 -0.01
```
Forces are in eV/Å.

Results
energy above the lowest of the compared OMol25 structures with the same formula, charge and spin = 111.9 kcal per mole
expectation value of S² = 2.01
HOMO-LUMO gap (alpha / beta) = 5.259 / 7.068 eV
E_tot = -21177.8500 eV
2S+1 = 3

---

# 3
2 unconnected molecules or ions with the total composition C14H20BNO4 at a distorted geometry. Source: OMol25; level of theory: the ωB97M-V functional and the def2-TZVPD basis.

Structure (XYZ):
```
40
Properties=species:S:1:pos:R:3:forces:R:3:mulliken_charge:R:1
C 3.38452 -1.36128 3.16800 0.29 -0.16 -0.38 -0.70
C 3.71959 0.27328 3.06778 -0.79 -0.86 -0.45 -0.49
B 2.40904 1.00052 2.31425 -0.13 0.74 0.65 0.24
O 2.00907 2.41461 2.54766 -0.67 -3.35 0.82 -0.58
C 1.56013 -0.01342 1.28651 -1.30 -0.84 -1.30 0.41
C 2.19405 -0.26634 -0.20588 -4.42 -2.60 1.15 -0.49
C 1.37784 -1.31259 -1.20541 -0.93 0.77 3.61 -0.37
C -0.01771 -2.08003 -0.69503 2.21 3.17 2.98 -0.43
C -0.53247 -1.70128 0.81482 1.45 1.52 1.00 -0.03
C 0.19128 -0.69021 1.88330 2.11 -0.66 -4.97 0.52
C -0.56654 -0.57451 3.33245 1.52 1.49 1.09 0.24
O -0.22885 0.08822 4.45906 -2.32 -4.48 -7.44 -0.55
N -1.77840 -1.49750 3.08520 2.56 -0.81 0.43 -0.34
C -1.82960 -2.17382 1.69907 -2.60 -3.03 -2.30 0.27
O -2.80434 -3.01463 1.33249 6.21 5.44 2.68 -0.55
H 4.15246 -1.93031 3.85454 -1.60 1.28 -1.19 0.32
H 2.28922 -1.49086 3.56567 2.23 0.06 -0.62 0.17
H 3.45073 -1.89434 2.10574 -0.25 1.31 2.25 0.21
H 4.61972 0.41667 2.33365 -1.27 -0.15 1.66 0.25
H 3.89531 0.67625 4.15273 -0.04 -0.52 -2.27 0.27
H 1.16696 2.42057 3.11240 1.55 0.03 -1.36 0.35
H 3.19569 0.27843 -0.54262 -2.51 -1.37 0.83 0.27
H 1.84997 -1.51625 -2.27042 -1.32 0.35 2.45 0.31
H -0.61279 -2.84783 -1.34767 1.35 1.78 1.43 0.38
H -1.52979 -2.26328 3.77929 -1.34 0.90 -0.79 0.30
C -1.43499 2.99278 -3.42549 -0.26 0.08 0.04 -1.08
C -0.88983 1.57555 -3.41421 0.02 0.04 0.20 -0.37
O -1.25566 0.83872 -2.25072 0.07 -0.03 0.00 -0.20
C -2.64950 0.62461 -2.04558 0.10 -0.13 0.01 -0.31
C -3.30500 -0.18079 -3.15345 0.03 0.08 -0.27 -1.10
H -1.18464 3.51188 -2.49413 0.06 -0.09 -0.15 0.30
H -1.02164 3.55594 -4.26780 -0.03 -0.08 0.10 0.39
H -2.52492 3.00045 -3.52040 0.10 0.04 -0.06 0.26
H 0.20465 1.62221 -3.41981 -0.14 -0.17 0.19 0.29
H -1.18167 1.03166 -4.31770 -0.09 0.03 -0.05 0.33
H -3.16395 1.57857 -1.89199 -0.04 0.02 -0.07 0.32
H -2.74246 0.06695 -1.10707 0.26 0.12 -0.09 0.23
H -3.32844 0.37924 -4.09316 -0.08 -0.06 0.07 0.28
H -4.33606 -0.43063 -2.88701 0.13 0.02 -0.01 0.40
H -2.75098 -1.10721 -3.33905 -0.09 0.09 0.11 0.27
```
Forces are in eV/Å.

Results
energy above the lowest of the compared OMol25 structures with the same formula, charge and spin = 250.4 kcal per mole
HOMO-LUMO gap = 7.492 eV
E_tot = -25188.3976 eV

---

Question: Which of these has the lowest E_tot?
Answer: C14H20BNO4

---

Question: Among the records above, which one has the highest energy above the lowest of the compared OMol25 structures with the same formula, charge and spin?
Answer: C14H20BNO4

---

Question: Which formula does entry 2 have?
Answer: CH5NP2